A molecular structure, C3H7NOS in a non-equilibrium geometry. Source: the OMol25 dataset; level of theory: wB97M-V/def2-TZVPD.

```
13
Properties=species:S:1:pos:R:3:forces:R:3
C 0.759 1.205 0.310 0.8800 -0.9069 3.1005
C 1.416 0.077 -0.422 0.8955 -2.3157 0.0736
C 0.262 -0.323 -1.349 0.3979 6.0728 3.1812
N -1.528 -0.894 1.050 -1.6487 1.9592 -1.7608
O -1.786 1.480 0.355 -1.2461 -0.4038 -0.0018
S -0.743 0.487 0.301 0.5974 -0.0498 -2.0062
H 1.280 1.624 1.236 -0.9793 -0.2933 -1.2207
H 2.343 0.506 -0.803 0.0686 -0.5925 -0.7190
H 1.632 -0.948 0.091 0.3381 1.9171 -0.1056
H 0.171 0.424 -2.112 -0.6225 -0.2869 -0.7203
H 0.018 -1.274 -1.412 -1.0974 -4.4026 -0.9939
H -2.551 -0.792 1.065 0.7969 0.3996 -0.1240
H -1.272 -1.572 1.691 1.6197 -1.0974 1.2971
```
Positions in Å, forces in eV/Å.

Electronic energy: -646.49503 hartree
E_HOMO: -0.3108 Eh
Molecular weight: 105.16 g/mol
Energy relative to the best compared isomer or geometry (same formula, charge and spin): 136.1 kcal per mole
Frontier orbital gap: 9.01 eV